Below is C12H18N2O3ScTe as an isolated structure at a distorted geometry, with properties calculated with the ωB97M-V functional and the def2-TZVPD basis.

Structure (ORCA input):
```
! wB97M-V def2-TZVPD RIJCOSX def2/J DEFGRID3
* xyz 1 1
Sc -0.63064 -1.86842 -0.10905
N -1.58025 -4.05100 0.20477
N -1.72551 -4.03958 1.63348
C -0.93007 -3.15941 2.41787
O -0.89315 -3.29994 3.60404
O -0.36854 -2.21829 1.71050
H -2.47796 -4.36302 -0.18497
H -0.87873 -4.75871 -0.08642
H -1.94354 -4.92426 2.08770
C -0.45881 -2.72023 -3.23912
C 0.50523 -1.65680 -2.68698
C -0.05192 -0.24055 -2.90202
O 0.67379 -1.86353 -1.31449
H -0.59214 -2.61306 -4.31261
H -1.44405 -2.61485 -2.74027
H -0.05955 -3.71480 -3.03811
H 1.48679 -1.75619 -3.17896
H -1.04396 -0.16785 -2.41503
H -0.15743 -0.00583 -3.95739
H 0.63122 0.47964 -2.44908
C 0.62202 0.81480 1.71487
Te -1.48231 0.60560 1.14790
C -1.02721 2.44680 0.04312
C 0.12237 3.07441 0.78030
C 0.38406 4.42972 0.64604
C 1.47038 4.98600 1.29799
C 2.30100 4.18997 2.06792
C 2.04277 2.83679 2.20755
C 0.94387 2.27541 1.57232
H 1.23491 0.18212 1.05345
H 0.74299 0.46409 2.74016
H -1.89467 3.10432 0.03040
H -0.75332 2.21889 -0.99010
H -0.26734 5.04675 0.04525
H 1.66942 6.04060 1.20562
H 3.15019 4.62160 2.57186
H 2.68009 2.21882 2.82149
*
```

## Properties
Kohn-Sham gap	0.298	Ha
F_max	2.2	eV/Å
highest occupied orbital energy	-11.897	eV